(i)
Below is a cluster of 2 separate species, C5H14O2 in total, with properties calculated with the ωB97M-V functional and the def2-TZVPD basis.

```
21
Properties=species:S:1:pos:R:3:lowdin_charge:R:1
C 1.1449 -0.0075 0.1700 -0.117
O 1.2587 -1.3491 0.5346 0.129
C -0.3086 0.4094 -0.3284 -0.048
C -1.3205 -0.1636 0.6393 -0.403
C -2.4292 0.9116 0.9501 -0.017
C -1.9578 -1.4594 0.2195 -0.039
H 1.3885 0.4913 1.1069 0.151
H 1.8785 0.2222 -0.6093 0.164
H 1.3150 -1.8714 -0.3018 0.164
H -0.3540 1.4900 -0.4763 0.141
H -0.3495 -0.0082 -1.3404 0.137
H -0.9185 -0.2782 1.6586 0.155
H -1.9699 1.8533 1.2299 0.087
H -3.0013 0.5026 1.7835 0.097
H -3.1212 1.0778 0.1207 0.097
H -2.5545 -1.3982 -0.6833 0.102
H -1.1922 -2.2041 -0.0427 0.092
H -2.5452 -1.8183 1.0582 0.103
H 4.4809 1.6125 -2.2618 0.050
H 5.4544 0.5912 -1.9029 0.025
O 5.1014 1.3962 -1.5243 -0.070
```

- Total charge: +1
- Lowest unoccupied orbital energy (alpha / beta): -3.40 / -9.68 eV
- HOMO level (alpha / beta): -0.5298 / -0.5296 hartree
- Gap between HOMO and LUMO (alpha / beta): 11.02 / 4.73 eV
- <S²>: 0.75
- Spin multiplicity: 2

(ii)
Below is a cluster of 3 separate species, C5H14O2 in total, with properties calculated with the ωB97M-V functional and the def2-TZVPD basis.

```
21
Properties=species:S:1:pos:R:3:lowdin_charge:R:1
C -2.1270 0.8591 0.4857 0.016
C -1.7761 -0.3779 -0.4962 -0.138
C -1.7164 -0.0222 -1.8116 -0.023
C -2.3965 -0.6041 -2.9466 -0.011
C -1.8869 -1.7478 0.1802 0.013
H -1.4600 0.7636 1.3380 0.084
H -3.2608 0.8474 0.7612 0.144
H -1.6826 1.7259 -0.1370 0.106
H -1.4203 1.0162 -2.0470 0.146
H -2.4357 -1.6637 -2.8698 0.090
H -3.4894 -0.3235 -2.7712 0.165
H -1.9062 -0.1906 -3.8254 0.110
H -1.1889 -1.7070 0.9900 0.097
H -1.7856 -2.6261 -0.3928 0.078
H -2.7825 -1.7971 0.8304 0.123
H 6.7066 -0.3804 3.3488 0.087
H 5.6531 0.4636 2.3207 0.059
O 6.0147 -0.5048 2.5799 -0.171
H 4.0696 2.5869 1.9779 0.013
H 4.8794 1.8684 1.0243 0.064
O 3.9917 1.8140 1.4604 -0.053
```

- Total charge: +1
- Lowest unoccupied orbital energy (alpha / beta): -4.64 / -7.64 eV
- HOMO level (alpha / beta): -0.4720 / -0.4720 hartree
- Gap between HOMO and LUMO (alpha / beta): 8.21 / 5.20 eV
- <S²>: 0.75
- Spin multiplicity: 2

Relative to the most stable one, in hartree, the structures come out at (i) 0.0000; (ii) 0.0085.

(i)
Below is the molecule C7H10N2OS, with properties calculated with the ωB97M-V functional and the def2-TZVPD basis.

```
21
Properties=species:S:1:pos:R:3:lowdin_charge:R:1
C 0.6841 3.4057 -2.1267 0.040
C 1.3174 2.5892 -1.2701 -0.450
N 1.7363 2.9645 -0.0367 0.128
C 2.2496 1.9382 0.5358 -0.161
O 2.3793 0.8318 -0.2158 -0.043
N 1.7355 1.1756 -1.4182 -0.347
S 0.5890 0.1354 -2.1812 0.974
C -0.5469 -0.0791 -0.8376 -0.373
C -0.3627 -0.9859 0.1245 -0.450
C 0.6947 -1.9930 0.0897 -0.107
C -1.4935 -1.1596 1.0748 -0.056
H 0.3149 3.0764 -3.0972 0.048
H 0.8062 4.4347 -1.8643 0.051
H 2.8348 1.9223 1.4409 0.138
H -1.1959 0.7048 -0.6901 0.045
H 1.5086 -1.3847 0.5336 0.069
H 1.1479 -2.3020 -0.9874 0.114
H 0.6037 -2.9866 0.7601 0.127
H -1.9838 -2.2157 1.0886 0.132
H -2.2265 -0.4444 0.8503 0.057
H -1.0386 -1.0114 2.0047 0.063
```

- Structure (SMILES): C=C1N=CON1SC=C(C)C
- Total charge: 0
- Lowest unoccupied orbital energy: 0.50 eV
- HOMO level: -0.2920 hartree
- Gap between HOMO and LUMO: 8.44 eV

(ii)
Below is the molecule C7H10N2OS, with properties calculated with the ωB97M-V functional and the def2-TZVPD basis.

```
21
Properties=species:S:1:pos:R:3:lowdin_charge:R:1
C 1.7162 -0.4838 -2.4905 -0.121
C 2.2314 -0.1029 -1.2460 -0.049
C 0.4510 -0.8753 -2.6216 -0.065
C 1.2177 0.1056 -0.2256 -0.075
C -0.5790 -0.7393 -1.6654 -0.292
C -0.1506 -0.1727 -0.4359 -0.314
C -0.9337 -0.3573 3.4638 -0.186
N -0.4284 -0.3042 2.0570 -0.461
N -0.9942 2.0175 0.7728 -0.192
O -1.8731 -0.9257 -1.9882 0.065
S -1.2650 0.2605 0.9075 0.965
H 2.3956 -0.7936 -3.3227 0.126
H 3.2414 0.2905 -1.1108 0.098
H 0.1400 -1.1077 -3.5914 0.096
H 1.4537 0.2887 0.8450 0.099
H -1.9782 -1.0157 -2.9376 0.112
H -1.8141 0.2854 3.5344 0.049
H -0.1381 0.0743 4.1508 0.082
H -1.0405 -1.3799 3.6501 0.034
H -1.5734 2.6158 1.3865 0.040
H -0.0788 2.3197 0.8679 -0.012
```

- Total charge: 0
- Lowest unoccupied orbital energy: 0.69 eV
- HOMO level: -0.2929 hartree
- Gap between HOMO and LUMO: 8.66 eV

Relative to the most stable one, in hartree, the structures come out at (i) 0.0505; (ii) 0.0000.

(i)
Below is the molecule C3H6NP, with properties calculated with the ωB97M-V functional and the def2-TZVPD basis.

```
11
Properties=species:S:1:pos:R:3:lowdin_charge:R:1
C 1.4966 -0.2007 -0.1519 -0.395
C 0.2762 -1.1196 0.2610 -0.389
C -1.1634 1.3455 0.1873 -0.330
N 1.5396 0.9997 -0.1820 0.127
P -1.3400 -0.2922 -0.1971 0.778
H 2.4047 -0.9357 -0.4677 0.146
H 0.5671 -2.1067 -0.0074 0.045
H 0.1072 -1.1979 1.3078 0.036
H -0.8274 1.5284 1.1675 -0.015
H -1.8923 2.0218 -0.2268 0.004
H -1.1684 -0.0426 -1.6908 -0.007
```

- Total charge: 0
- Lowest unoccupied orbital energy (alpha / beta): -0.22 / -0.51 eV
- HOMO level (alpha / beta): -0.3389 / -0.2865 hartree
- Gap between HOMO and LUMO (alpha / beta): 9.00 / 7.29 eV

(ii)
Below is a cluster of 2 separate species, C3H6NP in total, with properties calculated with the ωB97M-V functional and the def2-TZVPD basis.

```
11
Properties=species:S:1:pos:R:3:lowdin_charge:R:1
H 1.2109 0.7580 -1.5616 0.018
N 1.3158 0.5832 -0.5578 -0.437
P 2.1492 -0.5918 -0.0563 0.729
H 1.5840 -0.6522 1.2502 -0.134
C -1.0677 -1.2702 -0.0483 -0.055
C -1.0742 0.0251 -0.0388 -0.258
C -0.6524 1.2369 0.2431 -0.077
H -1.8815 -1.9853 0.0657 0.056
H -0.0625 -1.6201 -0.3733 -0.010
H -0.7129 1.3435 1.3646 0.099
H -0.8089 2.1730 -0.2875 0.067
```

- Structure (SMILES): [H]/N=P/[H].C=C=C
- Total charge: 0
- Lowest unoccupied orbital energy: -0.20 eV
- HOMO level: -0.2877 hartree
- Gap between HOMO and LUMO: 7.62 eV

Relative to the most stable one, in hartree, the structures come out at (i) 0.0000; (ii) 0.0085.

(i)
Below is a cluster of 2 separate species, H4OS2 in total, with properties calculated with the ωB97M-V functional and the def2-TZVPD basis.

```
7
Properties=species:S:1:pos:R:3:lowdin_charge:R:1
S -0.1383 2.7677 0.0443 0.624
S 0.4204 1.2035 -1.1226 0.648
H -0.8098 1.9973 0.9421 -0.090
H 0.0517 0.3416 -0.2339 -0.193
H 0.4766 -2.3569 -0.5321 0.036
H -0.3534 -1.6678 0.4919 -0.006
O 0.3528 -2.2855 0.4102 -0.017
```

- Total charge: +1
- Lowest unoccupied orbital energy (alpha / beta): -5.94 / -9.14 eV
- HOMO level (alpha / beta): -0.5706 / -0.5706 hartree
- Gap between HOMO and LUMO (alpha / beta): 9.59 / 6.39 eV
- <S²>: 0.75
- Spin multiplicity: 2

(ii)
Below is a cluster of 2 separate species, H4OS2 in total, with properties calculated with the ωB97M-V functional and the def2-TZVPD basis.

```
7
Properties=species:S:1:pos:R:3:lowdin_charge:R:1
S 0.8761 -0.7328 0.4039 0.595
S -0.7986 0.1311 1.0404 0.558
H 0.9713 -0.3334 -0.8911 -0.116
H -1.7514 -0.3397 0.1734 -0.076
H -0.0714 1.7960 -1.7258 0.043
H -0.5418 0.9046 -2.9193 0.090
O 0.0114 0.9320 -2.1113 -0.094
```

- Total charge: +1
- Lowest unoccupied orbital energy (alpha / beta): -5.01 / -9.00 eV
- HOMO level (alpha / beta): -0.5942 / -0.6047 hartree
- Gap between HOMO and LUMO (alpha / beta): 11.16 / 7.46 eV
- <S²>: 0.76
- Spin multiplicity: 2

Relative to the most stable one, in hartree, the structures come out at (i) 0.0172; (ii) 0.0000.

(i)
Below is the molecule C2H6IO2P, with properties calculated with the ωB97M-V functional and the def2-TZVPD basis.

```
12
Properties=species:S:1:pos:R:3:lowdin_charge:R:1
C 0.3328 2.7355 -0.2938 -0.212
O 0.0409 1.4174 0.0939 -0.464
P -1.1986 0.6161 -1.0456 0.556
I -3.1250 0.0811 0.3827 0.339
O -0.5782 -0.8066 -1.1952 -0.534
C 0.0880 -1.7058 -0.2645 -0.132
H -0.3470 2.9614 -1.1383 0.053
H 1.3609 2.7372 -0.6685 0.083
H 0.2450 3.2490 0.5825 0.047
H -0.6736 -2.2424 0.3532 0.073
H 0.8567 -1.3663 0.4838 0.093
H 0.7664 -2.4552 -0.7790 0.098
```

- Structure (SMILES): COP(I)OC
- Total charge: 0
- Lowest unoccupied orbital energy: 0.38 eV
- HOMO level: -0.3395 hartree
- Gap between HOMO and LUMO: 9.62 eV

(ii)
Below is the molecule C2H6IO2P, with properties calculated with the ωB97M-V functional and the def2-TZVPD basis.

```
12
Properties=species:S:1:pos:R:3:lowdin_charge:R:1
C -0.0963 0.8298 1.1116 -0.245
C -0.1381 0.7935 -0.3598 -0.424
O 1.1995 -1.1861 -2.0239 -0.405
O -1.7560 -1.6901 -1.3322 -1.008
P 0.8006 -0.6896 -0.7181 0.460
I -0.8356 -2.3703 0.0906 1.206
H 0.9384 0.5456 1.3718 0.031
H -0.1946 1.8735 1.4853 0.093
H -0.8583 0.2089 1.6574 0.066
H 0.2167 1.6997 -0.9759 0.143
H -1.1002 0.6814 -0.6941 0.039
H 1.8239 -0.6963 0.3872 0.045
```

- Total charge: 0
- Lowest unoccupied orbital energy: -0.59 eV
- HOMO level: -0.3193 hartree
- Gap between HOMO and LUMO: 8.09 eV

Relative to the most stable one, in hartree, the structures come out at (i) 0.0000; (ii) 0.1086.

(i)
Below is the molecule C6H14O3, with properties calculated with the ωB97M-V functional and the def2-TZVPD basis.

```
23
Properties=species:S:1:pos:R:3:lowdin_charge:R:1
C 2.4049 0.5364 0.5722 -0.016
C 1.0824 -0.4338 0.1280 -0.291
C 1.4248 -1.1024 -1.1899 -0.056
C -0.0265 0.5553 0.0865 -0.561
O -0.4089 1.2283 1.2236 0.031
O 0.0814 1.4126 -0.9845 0.053
C -1.4154 -0.5968 -0.0004 -0.289
C -2.6811 0.1541 -0.3871 -0.060
O -1.4531 -1.1116 1.3272 -0.058
H 2.6011 1.2704 -0.2049 0.071
H 2.2702 0.9929 1.5506 0.053
H 3.2409 -0.1522 0.6640 0.059
H 0.9495 -1.1370 0.9465 0.135
H 2.4053 -1.5704 -1.1220 0.080
H 1.4502 -0.3700 -1.9930 0.085
H 0.6861 -1.8593 -1.4407 0.071
H 0.2465 1.0846 1.9438 0.122
H -0.6591 2.0313 -0.9532 0.113
H -1.2837 -1.4492 -0.6706 0.125
H -2.6651 0.4138 -1.4449 0.079
H -2.7703 1.0779 0.1866 0.077
H -3.5661 -0.4531 -0.1762 0.081
H -1.9138 -0.5216 1.9384 0.095
```

- Structure (SMILES): CC(C)C(O)(O)[C@H](C)O
- Total charge: 0
- Lowest unoccupied orbital energy: 0.72 eV
- HOMO level: -0.3149 hartree
- Gap between HOMO and LUMO: 9.29 eV

(ii)
Below is a structure of composition C6H14O3, with properties calculated with the ωB97M-V functional and the def2-TZVPD basis.

```
23
Properties=species:S:1:pos:R:3:lowdin_charge:R:1
C 1.6649 -0.4518 -0.0726 -0.327
C 1.4528 -1.5195 -1.0451 -0.120
C 1.2952 -0.7549 1.3539 -0.101
C 0.7626 1.1756 -0.6144 -0.023
H 2.6440 0.0164 -0.1545 0.106
H 0.3222 -1.4596 -1.3133 0.068
H 1.5562 -2.5253 -0.6400 0.082
H 2.0111 -1.3880 -1.9685 0.077
H 1.3325 0.1353 1.9812 0.074
H 0.3057 -1.2045 1.4079 0.071
H 2.0046 -1.4831 1.7597 0.081
H -0.1643 1.7229 -0.7413 0.025
H 1.2348 1.3349 -1.5813 0.044
H 1.2744 1.7617 0.1448 0.034
C -2.0865 0.8467 1.4273 -0.039
C -1.5410 -0.0831 -0.7027 -0.613
O -1.7512 -0.2731 0.6124 -0.023
O -2.2587 0.9658 -1.2043 0.094
O -1.2833 -1.0466 -1.4227 0.067
H -2.2739 0.8790 -2.1666 0.138
H -1.2964 1.5995 1.3887 0.093
H -3.0303 1.2938 1.1126 0.095
H -2.1755 0.4579 2.4387 0.099
```

- Total charge: 0
- Lowest unoccupied orbital energy: 0.67 eV
- HOMO level: -0.3434 hartree
- Gap between HOMO and LUMO: 10.01 eV

Relative to the most stable one, in hartree, the structures come out at (i) 0.0000; (ii) 0.0560.